# 1
108
Properties=species:S:1:pos:R:3:lowdin_charge:R:1 method="wB97M-V/def2-TZVPD" e_above_lowest_kcal_mol=141.2 smiles="CN(C)C=O.CN(C)C=O.CN(C)C=O.CN(C)C=O.CN(C)C=O.CN(C)C=O.CN(C)C=O.CN(C)C=O.CN(C)C=O"
H 0.727 2.085 0.847 0.06
H 0.912 -2.121 5.876 0.08
H -2.990 5.234 -5.148 0.09
C -0.964 0.235 4.710 -0.38
H 0.940 0.306 -1.582 0.07
C -2.150 -6.790 0.509 -0.34
H -0.797 -8.641 -0.592 0.08
O -3.633 -2.406 1.379 0.00
H 1.178 4.833 -4.132 0.09
H -2.497 4.526 -6.685 0.08
C -1.537 2.770 -0.354 -0.02
H 1.702 1.409 -5.733 0.09
C 1.237 2.209 -5.166 -0.02
O -2.367 -0.124 -3.263 -0.02
H -2.605 -5.826 0.802 0.13
H -1.169 -4.569 -0.152 0.08
H 0.186 2.917 2.254 0.08
C -2.350 4.487 -5.613 -0.07
H -0.197 -0.113 7.727 0.09
H -1.830 -1.066 0.414 0.06
H 5.109 0.963 -2.278 0.06
N -0.623 3.624 0.406 -0.17
H -1.530 -0.393 4.017 0.14
H 5.789 -0.977 1.317 0.08
C -4.697 -2.682 1.880 -0.36
C 0.480 3.075 1.214 -0.04
O 2.713 1.005 2.208 0.04
H -0.242 0.856 -2.822 0.04
H -0.969 2.354 -1.201 0.08
C 3.643 1.286 5.649 -0.06
H -2.244 3.405 -0.880 0.07
H 0.572 2.778 -5.811 0.08
H -1.974 1.984 0.253 0.09
O -0.958 1.406 4.637 0.05
C 3.452 -0.792 4.301 -0.04
H 0.632 1.786 -4.362 0.06
H 6.827 0.510 -1.947 0.09
C -2.662 2.123 -5.964 -0.37
H -4.799 -2.871 2.960 0.14
N -2.725 3.201 -5.134 -0.20
H 3.915 -1.163 0.266 0.13
H -6.755 -2.242 -0.564 0.09
H -1.693 2.474 -3.498 0.06
H -1.289 4.669 -5.416 0.08
C 0.098 0.033 -2.211 -0.05
H 3.139 -1.247 5.237 0.07
C -0.485 -5.347 -0.475 -0.09
H -7.884 -2.779 1.426 0.09
H -0.439 -5.277 -1.567 0.09
H -0.239 -1.788 -0.068 0.09
C 0.270 0.171 6.787 -0.05
C 2.943 1.400 3.299 -0.36
H 6.444 0.708 1.125 0.09
H -2.998 -1.116 -1.613 0.13
H -7.026 -2.845 2.949 0.09
N 5.435 -0.085 -0.542 -0.19
N -0.969 -6.622 -0.150 -0.22
H -6.023 -3.850 -0.562 0.10
N -1.038 -0.490 -1.471 -0.18
H 3.021 2.482 3.519 0.14
O -2.663 -7.849 0.775 0.02
N 2.251 3.118 -4.617 -0.19
H 2.906 5.060 -4.313 0.08
H -0.108 5.514 1.005 0.13
O 4.024 3.293 -3.182 0.00
H -3.420 2.296 -3.339 0.09
H 1.343 -0.020 6.777 0.06
C 2.054 4.534 -4.725 -0.06
H 0.435 -0.800 -2.837 0.11
H -2.626 3.927 -3.179 0.08
H 0.120 1.236 6.606 0.09
N -0.319 -0.487 5.653 -0.19
C -0.885 -0.884 -0.071 -0.03
H -0.219 -0.181 0.437 0.07
H 2.833 -1.173 3.491 0.08
C -0.811 4.947 0.379 -0.40
C 6.261 -0.252 0.648 -0.05
C -0.180 -7.752 -0.602 -0.04
H 3.094 1.552 -3.560 0.13
C 5.877 0.853 -1.536 -0.03
C -2.651 2.972 -3.694 -0.06
O -1.646 5.506 -0.248 0.03
H 1.310 3.755 1.054 0.09
O -2.487 2.187 -7.133 0.04
H -2.770 1.193 -5.385 0.13
C -0.097 -1.931 5.483 -0.04
C -5.899 -2.821 -0.212 -0.03
H -7.075 -4.299 1.923 0.10
H 4.494 -1.016 4.064 0.09
C 4.176 -0.529 -0.596 -0.34
C -7.019 -3.209 1.926 -0.06
N -5.852 -2.783 1.228 -0.21
H 1.911 4.846 -5.758 0.09
H 3.619 2.366 5.526 0.09
H 0.522 -5.231 -0.078 0.09
H 0.058 -7.592 -1.660 0.09
H 6.053 1.808 -1.032 0.10
O 3.362 -0.214 -1.446 -0.01
C -2.193 -0.573 -2.134 -0.33
H 4.678 0.992 5.872 0.09
H 0.710 -7.858 0.011 0.09
C 3.155 2.638 -3.730 -0.34
H -4.997 -2.366 -0.601 0.07
H 7.192 -0.777 0.385 0.09
H -0.054 -2.174 4.431 0.08
H 3.051 0.977 6.508 0.06
N 3.245 0.652 4.400 -0.18
H -0.780 -2.534 6.072 0.08

=====

# 2
17
Properties=species:S:1:pos:R:3:nbo_charge:R:1 method="wB97M-V/def2-TZVPD" e_above_lowest_kcal_mol=85.6 smiles="C=CO.CNC"
H 2.145 1.402 -0.990 0.19
C 1.017 1.361 -0.827 -0.43
H 0.720 -0.552 -1.156 0.32
O 1.208 -1.128 1.157 -0.70
C -1.142 -1.096 1.926 -0.57
C 0.235 -0.945 2.069 0.19
H 0.710 -0.857 3.009 0.17
H -1.304 -1.224 0.885 0.19
H -1.446 -0.472 -1.261 0.19
N 0.402 0.350 -1.573 -0.62
H -1.552 1.222 -1.034 0.20
C -1.017 0.450 -1.700 -0.42
H -1.778 -1.365 2.830 0.24
H 1.146 -1.330 0.210 0.49
H 1.098 1.236 0.352 0.17
H -1.246 0.544 -2.779 0.20
H 0.804 2.405 -1.117 0.21

=====

# 3
36
Properties=species:S:1:pos:R:3:nbo_charge:R:1 method="wB97M-V/def2-TZVPD"
H 5.240 1.124 -4.539 0.23
O 2.285 -0.728 -0.810 -0.57
C -0.385 -1.197 -0.027 -0.22
S -2.303 -2.121 4.810 0.27
H -2.097 0.962 2.927 0.42
C -0.993 -0.184 0.941 -0.52
C 4.353 1.388 -5.085 -0.19
C 1.544 0.262 -2.853 -0.31
H -1.125 -1.965 -0.263 0.23
H 3.607 0.232 -2.754 0.25
C -0.871 -0.109 -2.162 0.56
H 5.253 2.278 -6.873 0.23
C 3.099 2.234 -6.815 -0.39
C -2.443 -0.424 4.364 0.28
H -4.450 -0.015 6.531 0.20
C 1.391 -0.386 -1.548 0.67
N -2.959 0.389 5.180 -0.48
C -3.380 -0.207 6.412 -0.24
O -2.062 -0.156 -2.053 -0.57
O -1.284 -2.051 2.440 -0.58
H -1.867 0.285 0.481 0.25
N 0.047 -0.561 -1.257 -0.48
C 2.765 0.529 -3.370 -0.12
H -0.264 0.595 1.180 0.23
H 0.496 -1.666 0.416 0.25
N -1.984 -0.021 3.132 -0.63
S -0.018 0.600 -3.568 0.28
C -1.420 -0.872 2.222 0.70
H -2.387 -2.004 7.210 0.22
C -3.082 -1.725 6.421 -0.56
S 1.881 1.695 -5.742 0.46
H -2.858 0.301 7.228 0.20
C 4.359 2.008 -6.340 -0.26
C 3.081 1.142 -4.606 -0.27
H 2.818 2.691 -7.743 0.24
H -3.987 -2.322 6.514 0.22

=====

| no. | largest force on an atom (eV/Å) | E_tot (eV) | HOMO (eV) |
| --- | --- | --- | --- |
| 1 | 3.77 | -60858.571 | -8.599 |
| 2 | 5.21 | -7860.842 | -8.787 |
| 3 | 1.41 | -57848.676 | -8.454 |